DFT (the ωB97M-V functional and the def2-TZVPD basis) results for a molecular structure, C13H37InN2O5P.

Geometry (Å):
In -7.659 1.825 -3.933
P -5.309 2.716 -3.379
O -4.817 3.595 -4.770
O 2.805 -5.240 4.672
O 2.770 2.203 0.515
O -1.087 2.512 -2.040
O 1.138 -1.356 2.386
N 1.176 4.244 -1.345
N 1.053 -4.528 2.414
C 2.422 -4.988 2.291
C -0.503 3.444 -2.933
C 2.786 -5.921 3.424
C 1.354 -2.241 1.301
C 1.792 -5.621 5.576
C -2.086 3.040 -1.185
C -4.273 1.221 -3.701
C 3.238 2.916 -0.614
C 0.615 -3.571 1.409
C 0.971 3.613 -2.637
C 1.920 -1.593 3.537
C 1.563 1.485 0.322
C 2.545 4.254 -0.861
H 1.998 -0.648 4.074
H 3.155 4.811 -1.583
H -4.377 0.550 -2.837
H -0.440 -3.351 1.591
H 2.432 -2.383 1.152
H 1.770 -6.708 5.716
H 0.899 -4.154 3.341
H 2.571 4.818 0.076
H 4.294 3.120 -0.418
H 3.164 -4.177 2.268
H -8.813 2.948 -3.206
H -4.521 4.454 -4.465
H 1.420 4.241 -3.415
H 2.020 -5.149 6.530
H 0.562 3.823 -0.661
H 1.474 -2.334 4.208
H 3.787 -6.324 3.249
H 0.677 2.104 0.485
H -1.655 3.607 -0.349
H 2.928 -1.932 3.272
H -7.915 1.659 -5.671
H -7.692 0.241 -3.139
H 3.186 2.274 -1.503
H -2.786 3.675 -1.732
H -4.563 0.666 -4.600
H 2.077 -6.755 3.464
H 1.505 1.074 -0.692
H 2.524 -5.541 1.350
H -0.621 3.062 -3.951
H 1.436 2.619 -2.717
H 1.549 0.672 1.046
H 0.795 -5.302 5.254
H 0.968 -1.726 0.419
H -2.652 2.198 -0.792
H 0.670 -4.058 0.428
H -1.019 4.407 -2.869
H -3.218 1.509 -3.774

Cartesian forces, eV/Å:
-0.1 0.0 0.0
0.2 0.1 -0.1
-0.1 0.1 0.0
0.0 0.1 0.0
0.0 0.1 0.0
0.1 0.0 0.1
-0.1 -0.1 0.0
0.0 0.0 0.0
0.0 0.0 0.1
0.0 0.0 0.0
-0.1 0.0 0.0
-0.1 -0.1 0.0
0.0 0.0 0.0
0.0 -0.1 0.0
-0.1 0.0 -0.1
0.1 -0.2 0.2
0.0 0.0 0.0
0.0 0.0 0.0
0.0 0.0 0.0
0.1 0.0 0.0
0.0 0.0 0.0
0.0 0.0 0.0
0.0 0.0 0.0
0.0 0.0 0.0
0.0 0.1 -0.2
0.0 0.0 0.0
0.0 0.0 0.0
0.0 0.0 0.0
0.0 0.0 0.0
0.0 0.0 0.0
0.0 0.0 0.0
0.0 0.0 0.0
0.0 0.0 0.0
0.0 0.0 0.0
0.0 0.0 0.0
0.0 0.0 0.0
0.0 0.0 0.0
0.0 0.0 0.0
0.0 0.0 0.0
0.0 0.0 0.0
0.0 0.0 0.0
0.0 0.0 0.0
0.1 0.0 0.0
0.0 0.0 0.0
0.0 0.0 0.0
0.0 0.0 0.0
0.0 0.1 0.1
0.0 0.0 0.0
0.0 0.0 0.0
0.0 0.0 0.0
0.0 0.0 0.0
0.0 0.0 0.0
0.0 0.0 0.0
0.0 0.0 0.0
0.0 0.0 0.0
0.0 0.0 0.0
0.0 0.0 0.0
0.0 0.0 0.0
-0.1 0.0 0.0

Properties
Net charge: -1
Kohn-Sham gap (Ha): 0.200
Highest occupied orbital energy (eV): -3.385
LUMO (eV): 2.05

---

DFT (the ωB97M-V functional and the def2-TZVPD basis) results for a molecular structure, C7H5ClO6Tb in a non-equilibrium geometry.

Geometry (Å):
Tb -3.602 -0.505 -1.961
Cl 1.111 -3.365 -0.786
O 0.846 2.230 1.378
O -2.562 0.178 -0.539
O 2.095 -2.275 1.252
O -2.253 -0.521 0.698
O -1.442 2.209 1.437
O 2.293 0.630 2.145
C 1.741 -2.099 0.102
C -0.189 0.822 -0.106
C 1.890 -0.700 -0.528
C -1.258 0.686 -1.117
C 1.018 0.304 0.126
C -0.407 1.871 0.983
C 1.541 1.041 1.342
H -1.003 0.029 -1.952
H -1.457 1.670 -1.528
H -3.041 -1.027 0.991
H 1.756 -0.755 -1.599
H 2.923 -0.424 -0.336

Cartesian forces, eV/Å:
-5.2 -2.4 -6.1
0.1 -0.3 0.1
0.0 -0.1 1.6
4.1 1.8 5.7
0.0 0.0 0.0
0.8 -0.1 0.0
0.1 0.3 -0.4
0.5 -0.1 -0.1
0.1 0.3 -0.3
0.0 0.1 0.6
0.2 -0.2 0.3
0.6 0.0 -0.2
-0.4 0.2 -0.2
-0.2 0.0 -0.5
-0.1 0.3 -0.5
0.2 -0.3 0.0
-0.4 0.3 0.1
-0.4 0.4 -0.1
-0.2 -0.4 -0.3
0.4 0.1 0.0

Properties
⟨S²⟩: 12.03
2S+1: 7
Net charge: +3
Kohn-Sham gap (spin up / spin down) (Ha): 0.312 / 0.188
Highest occupied orbital energy (spin up / spin down) (eV): -20.841 / -20.734
LUMO (spin up / spin down) (eV): -12.35 / -15.63

---

DFT (the ωB97M-V functional and the def2-TZVPD basis) results for 2 unconnected molecules or ions with the total composition C6H16N in a non-equilibrium geometry.

Geometry (Å):
N 0.057 -0.846 -1.913
C -2.051 0.279 -1.113
C 1.162 0.147 0.912
C -0.085 -0.236 0.367
C -0.539 0.136 -0.975
C 1.895 -0.993 1.622
C 0.887 1.287 1.970
H -2.352 0.321 -2.154
H 0.786 -0.348 -2.418
H -0.080 1.100 -1.228
H 0.538 -1.617 -1.449
H -0.587 -1.150 0.712
H 1.799 1.639 2.438
H 1.198 -1.414 2.353
H -5.490 0.915 -3.808
H 0.118 1.034 2.696
H 2.175 -1.798 0.947
H 1.776 0.633 0.152
H -2.415 1.153 -0.570
H -5.750 1.604 -3.687
H 0.473 2.131 1.409
H -2.529 -0.595 -0.652
H 2.758 -0.614 2.153

Cartesian forces, eV/Å:
0.6 0.0 0.8
0.0 -0.8 0.7
1.2 0.4 1.1
0.6 -2.0 -2.0
-1.0 2.2 -0.4
-0.7 -0.4 0.1
-1.3 0.9 -0.8
0.1 0.1 -0.1
0.0 -0.2 -0.1
-0.1 0.0 0.1
-0.3 -0.3 -0.2
-0.2 0.5 0.8
0.2 -0.4 0.0
0.2 -0.1 0.1
-0.1 0.2 0.0
0.3 -0.3 0.2
0.2 0.1 -0.1
-0.1 0.0 -0.2
0.1 0.1 -0.1
0.1 -0.2 0.0
0.1 0.1 0.2
-0.1 0.1 -0.2
0.2 0.0 0.0

Properties
Net charge: +1
Kohn-Sham gap (Ha): 0.297
Highest occupied orbital energy (eV): -14.858
LUMO (eV): -6.79

---

DFT (the ωB97M-V functional and the def2-TZVPD basis) results for 2 unconnected molecules or ions with the total composition C6H19BNO5PS in a non-equilibrium geometry.

Geometry (Å):
S -0.399 -1.374 4.222
P 0.365 0.055 -3.627
O 3.897 0.718 -3.394
O -0.597 -1.307 -1.125
O -0.726 -0.104 3.494
O 1.799 -0.401 -4.518
O 2.767 1.923 -5.308
N -2.215 0.446 -0.231
C -2.401 -0.408 1.003
C -1.325 0.481 -2.800
C 1.212 -1.943 3.626
C 0.161 -0.921 5.881
C -1.792 1.863 0.088
C -1.342 -0.210 -1.279
B 2.793 0.721 -4.402
H -0.182 -1.256 -3.936
H 0.110 1.118 -4.573
H -1.467 -1.038 1.320
H -2.054 2.204 1.195
H 1.539 -2.801 4.217
H -2.680 0.258 1.954
H 1.114 0.390 -2.437
H 0.958 -0.176 5.816
H -2.450 2.569 -0.614
H 0.522 -1.811 6.401
H -1.353 1.651 -2.700
H 3.972 -0.184 -2.955
H 1.944 -1.136 3.698
H -0.670 2.106 -0.203
H 1.108 -2.245 2.581
H -2.237 0.016 -3.369
H -3.373 -1.070 0.804
H 3.686 2.366 -5.259
H -0.684 -0.500 6.430

Cartesian forces, eV/Å:
0.0 0.4 -0.2
-1.6 -0.6 -0.7
-2.5 -1.7 -1.7
-4.4 5.7 -0.3
0.4 -0.5 0.6
2.6 3.7 1.0
2.0 -2.4 2.4
2.7 -1.6 0.0
-1.3 -0.5 1.2
-0.4 0.2 2.5
0.1 0.1 -0.1
0.1 0.1 0.1
-0.5 2.1 -1.2
2.1 -2.5 0.0
0.9 0.0 -0.5
0.8 0.8 0.2
0.2 -0.6 0.6
-1.9 1.2 -0.9
0.8 -1.2 -2.4
-0.1 0.1 0.0
0.8 -1.3 -2.4
-0.5 -0.2 -0.7
-0.1 -0.1 -0.1
1.4 -1.3 1.5
-0.1 0.0 -0.1
-0.5 -2.2 -0.2
-0.3 1.7 -0.9
-0.1 0.0 0.0
-2.2 -0.6 1.0
-0.1 0.1 0.1
1.7 1.1 1.0
2.4 1.1 0.4
-2.2 -1.0 0.1
0.0 -0.1 -0.2

Properties
Kohn-Sham gap (Ha): 0.351
Highest occupied orbital energy (eV): -9.032
LUMO (eV): 0.51

---

DFT (the ωB97M-V functional and the def2-TZVPD basis) results for 3 unconnected molecules or ions with the total composition C5H13IN in a non-equilibrium geometry.

Geometry (Å):
I -3.334 0.159 -0.132
N 0.478 1.417 0.820
C 1.422 0.420 -1.176
C 0.714 -1.034 0.772
C 0.809 0.234 0.197
C -1.332 -3.452 -0.043
C 0.625 2.834 0.366
H -2.377 -3.275 0.227
H 0.901 -1.968 0.249
H 0.246 3.416 1.161
H -1.042 -3.145 -0.990
H -3.363 1.566 -0.821
H 1.247 1.422 -1.463
H 0.196 1.167 1.817
H 1.652 2.998 0.359
H 0.555 -1.097 1.889
H -0.852 -4.426 0.269
H 0.983 -0.185 -1.957
H 2.457 -0.028 -1.092
H 0.015 2.979 -0.453

Cartesian forces, eV/Å:
0.1 -0.8 0.4
-0.1 -4.1 1.8
0.2 -2.0 1.0
-0.4 0.1 2.4
0.1 2.9 -1.5
-0.4 -2.1 1.4
-0.4 -2.4 2.4
0.5 0.0 0.2
0.1 0.5 -0.1
-0.6 0.7 0.9
0.5 0.9 -1.6
-0.1 0.8 -0.4
0.9 1.0 -0.5
0.2 1.3 -1.6
1.8 0.7 -1.0
0.0 -0.1 -1.4
-0.6 1.4 0.0
-0.5 -0.4 0.0
-0.7 1.3 -0.3
-0.6 0.5 -2.1

Properties
Net charge: +1
Kohn-Sham gap (spin up / spin down) (Ha): 0.218 / 0.346
Highest occupied orbital energy (spin up / spin down) (eV): -12.502 / -13.123
LUMO (spin up / spin down) (eV): -6.56 / -3.70